1.
C19H26N3O3S3SiSr as an isolated structure. Source: OMol25; level of theory: ωB97M-V with the def2-TZVPD basis set.

Geometry as XYZ:
```
56
Properties=species:S:1:pos:R:3:forces:R:3:lowdin_charge:R:1
Sr -0.1193 1.4191 0.3676 -0.1 0.3 -0.1 1.132
S -3.1399 1.4355 1.0301 0.0 0.0 0.0 0.459
C -2.5226 0.4653 2.2662 0.0 -0.1 -0.1 -1.206
N -1.2414 0.2441 2.4966 0.1 0.0 0.1 -0.126
C -1.0325 -0.6353 3.5367 0.0 0.0 0.0 -0.357
C 0.2132 -1.0718 3.9874 0.0 0.0 0.0 -0.043
C 0.2760 -1.9861 5.0261 0.0 0.0 0.0 -0.108
C -0.8853 -2.4733 5.6265 0.0 0.0 0.0 -0.117
C -2.1315 -2.0447 5.1915 0.0 0.0 0.0 -0.108
C -2.1970 -1.1301 4.1508 0.0 0.0 0.0 -0.495
S -3.5840 -0.4286 3.3716 0.0 0.0 0.0 0.982
H 1.1111 -0.7026 3.5088 0.0 0.0 0.0 0.111
H 1.2423 -2.3276 5.3760 0.0 0.0 0.0 0.095
H -0.8171 -3.1876 6.4369 0.0 0.0 0.0 0.091
H -3.0357 -2.4198 5.6544 0.0 0.0 0.0 0.100
N 2.0042 0.9767 -1.5429 -0.2 -0.6 0.0 -0.029
N 1.4002 1.1467 -2.8489 0.1 0.0 0.0 -0.021
C 0.0771 0.6156 -2.9409 0.0 0.0 0.0 -0.756
O -0.3149 0.2903 -4.0599 0.0 0.0 0.0 -0.002
O -0.5425 0.5407 -1.8299 -0.1 0.0 0.0 -0.261
H 3.0009 0.8507 -1.6850 0.1 0.5 0.0 0.078
H 1.7090 0.0533 -1.2098 0.1 0.0 0.0 0.020
H 1.9607 0.7583 -3.5954 0.0 0.0 0.0 0.107
C 0.6189 -3.8374 -5.4663 0.0 0.0 0.0 -0.051
C 0.3596 -3.4185 -4.0464 0.0 0.0 0.0 -0.268
C 1.3781 -3.4651 -3.0945 0.0 0.0 0.0 -0.040
C 1.1660 -3.0083 -1.8054 0.0 0.0 0.0 -0.072
C -0.0837 -2.5119 -1.4632 0.1 0.0 0.0 -0.403
C -1.1048 -2.4416 -2.3942 0.0 0.0 0.0 -0.068
C -0.8787 -2.9077 -3.6790 0.0 0.0 0.0 -0.030
S -0.3713 -1.8094 0.1443 0.0 -0.1 0.0 0.915
C -0.2753 -3.3107 1.1208 0.0 0.0 0.0 -0.205
O 0.8788 -1.0400 0.5154 0.0 0.0 0.0 -0.622
H 1.4214 -4.5737 -5.5232 0.0 0.0 0.0 0.072
H 0.9116 -2.9754 -6.0694 0.0 0.0 0.0 0.087
H -0.2747 -4.2656 -5.9206 0.0 0.0 0.0 0.075
H 2.3527 -3.8484 -3.3751 0.0 0.0 0.0 0.109
H 1.9664 -3.0087 -1.0747 0.0 0.0 0.0 0.112
H -2.0421 -1.9674 -2.1338 0.0 0.0 0.0 0.123
H -1.6614 -2.8172 -4.4214 0.0 0.0 0.0 0.121
H 0.7061 -3.7596 0.9718 0.0 0.0 0.0 0.060
H -1.0657 -3.9859 0.7950 0.0 0.0 0.0 0.065
H -0.4179 -3.0258 2.1623 0.0 0.0 0.0 0.038
C 0.7787 5.5879 2.1627 0.0 0.0 0.0 -0.322
Si 0.3609 4.5779 0.5787 0.0 0.0 0.0 0.391
C 1.6248 5.3164 -0.6701 0.0 0.0 0.0 -0.317
C -1.2573 5.4503 0.0105 0.0 0.0 0.0 -0.312
H 0.7874 6.6655 1.9558 0.0 0.0 0.0 0.005
H 1.7599 5.3145 2.5629 0.0 0.0 0.0 -0.007
H 0.0435 5.4030 2.9516 0.0 0.0 0.0 -0.004
H 1.5442 6.4094 -0.7270 0.0 0.0 0.0 0.005
H 1.4668 4.9115 -1.6739 0.0 0.0 0.0 -0.002
H 2.6519 5.0696 -0.3826 0.0 0.0 0.0 -0.005
H -1.1249 6.5388 -0.0389 0.0 0.0 0.0 0.006
H -2.0848 5.2397 0.6943 0.0 0.0 0.0 -0.001
H -1.5660 5.1049 -0.9809 0.0 0.0 0.0 0.001
```
Forces are in eV/Å.

Calculated values
LUMO: 0.078 Eh
Energy relative to the best compared isomer or geometry (same formula, charge and spin): 11.3 kcal per mole
Net charge: -1
Gap between HOMO and LUMO: 5.41 eV

---

2.
One molecule with the formula C2H4N6. Source: OMol25; level of theory: ωB97M-V with the def2-TZVPD basis set.

Geometry as XYZ:
```
12
Properties=species:S:1:pos:R:3:forces:R:3:lowdin_charge:R:1
H -0.4550 2.3755 -0.1215 -1.4 0.3 -0.2 0.013
N 0.4809 2.0845 -0.2588 1.3 -2.6 1.3 0.148
C 0.6155 0.8362 0.0391 -0.7 -0.9 -0.7 -0.428
N 1.8678 0.2041 0.0923 0.7 -4.6 -0.8 0.064
N 1.7858 -1.1004 -0.0308 -2.3 4.4 0.0 0.081
N 0.3241 -1.4541 -0.2380 1.7 3.4 -1.8 0.039
N -0.3283 -0.3023 0.2023 1.8 5.6 1.8 -0.181
N -1.5677 0.3107 0.4922 -3.7 -4.7 -5.3 0.035
C -2.5600 -0.3534 -0.2136 1.5 1.1 1.9 0.004
H 0.1420 -2.1589 0.3633 -0.6 -3.2 2.4 0.065
H -2.3681 -1.4345 -0.5716 -0.3 2.0 0.2 0.076
H -3.5901 0.1237 -0.4370 1.9 -0.8 1.1 0.082
```
Forces are in eV/Å.

Calculated values
LUMO: -0.025 Eh
Energy relative to the best compared isomer or geometry (same formula, charge and spin): 121.1 kcal per mole
SMILES: [H]/N=c1/nn[nH]n1N=C
Gap between HOMO and LUMO: 8.04 eV

---

3.
A 2-piece molecular cluster, C5H14N2O2Si2 overall. Source: OMol25; level of theory: ωB97M-V with the def2-TZVPD basis set.

Geometry as XYZ:
```
25
Properties=species:S:1:pos:R:3:forces:R:3:lowdin_charge:R:1
C 0.9420 0.7554 -0.9786 0.4 1.9 2.0 -0.673
C -2.4259 1.3508 -0.0776 -0.8 0.9 0.1 -0.671
C -0.9321 0.3490 1.7758 1.9 -0.2 -5.8 -0.044
C 2.1389 0.0105 -1.5175 0.7 1.7 2.6 -0.185
C -1.7543 0.2307 0.4921 -1.5 -1.2 1.9 -0.353
N -1.8674 2.5690 -0.1162 4.1 -1.9 2.0 0.195
N -0.1903 0.2216 -1.3163 -1.2 -1.0 -2.6 0.258
O 0.9203 1.7403 -0.1828 1.2 -1.0 -1.7 -0.074
O -3.5896 1.1520 -0.4167 -1.0 -0.3 -0.5 0.000
Si 3.0330 -0.2892 0.2568 0.0 1.0 0.3 0.705
Si -2.7035 -1.3097 -0.1334 -0.1 -1.3 0.3 0.635
H 0.0458 0.7057 1.2474 -1.2 -0.4 1.7 0.084
H -1.2658 1.1100 2.3807 -0.7 1.2 2.0 0.062
H -0.7622 -0.6539 2.0049 0.3 -1.2 1.8 0.046
H 1.7918 -0.9552 -1.7642 0.1 -1.0 -1.1 0.043
H 2.6740 0.6267 -2.2498 0.1 -0.6 0.2 0.094
H -0.7995 2.4640 0.0028 -2.0 0.8 -0.5 0.109
H -2.1981 3.2293 -0.7314 -1.0 1.6 -1.4 0.079
H -0.2307 -0.7573 -1.5947 -0.1 0.0 0.4 0.090
H 4.3375 -0.8691 0.0616 0.7 -0.2 -0.4 -0.111
H 2.3567 -1.3577 1.0530 -0.4 0.4 -0.4 -0.065
H 3.1840 0.9927 1.1154 -0.2 -1.0 -0.9 -0.033
H -3.7845 -1.9481 0.7947 0.7 0.9 -0.6 -0.057
H -3.2249 -1.1253 -1.5220 0.2 -0.1 0.4 -0.054
H -1.7634 -2.5595 -0.2478 -0.2 1.0 0.1 -0.081
```
Forces are in eV/Å.

Calculated values
2S+1: 3
LUMO (alpha / beta): 0.017 / -0.127 Eh
⟨S²⟩: 2.0132
Gap between HOMO and LUMO (alpha / beta): 8.22 / 6.08 eV

---

4.
A 10-piece molecular cluster, C22H68N16O10 overall. Source: OMol25; level of theory: ωB97M-V with the def2-TZVPD basis set.

Geometry as XYZ:
```
116
Properties=species:S:1:pos:R:3:forces:R:3:lowdin_charge:R:1
C -5.3594 -2.9563 4.2527 1.0 0.2 0.3 -0.091
O -5.0867 -2.3860 2.9969 1.1 -1.0 -0.5 -0.225
C -5.9484 -1.4123 2.5484 0.2 2.5 1.9 -0.261
C -5.6294 -1.0555 1.1125 0.6 0.9 0.6 -0.399
C -4.1332 -0.5761 1.0495 -0.2 -2.7 -2.5 -0.052
N -6.6398 -0.0905 0.6392 0.9 0.6 0.3 0.040
H -6.3159 -2.5991 4.6362 0.1 -0.1 0.3 0.086
H -4.4924 -2.7626 4.9431 -1.0 0.2 -0.4 0.100
H -5.3681 -4.0245 4.1057 -0.3 -0.5 0.1 0.078
H -6.9747 -1.7517 2.6928 -0.3 0.3 -0.3 0.119
H -5.7513 -0.4500 3.2160 -0.8 -1.4 -1.2 0.165
H -5.7439 -2.0065 0.5944 0.2 0.1 -0.5 0.139
H -3.7603 -0.5807 -0.0085 -0.7 0.5 0.5 0.083
H -3.5819 -1.4576 1.3744 0.3 0.3 0.7 0.031
H -3.7605 0.3045 1.5190 -0.4 0.7 0.7 0.060
H -6.1965 0.8302 0.5619 -0.3 -0.3 0.4 0.074
H -6.8814 -0.2852 -0.3068 -0.3 -0.4 -0.7 0.052
C -1.2125 -1.0791 5.2264 1.7 -0.8 -0.7 -0.110
O -1.4787 -2.3671 4.7317 0.3 -0.1 -1.1 -0.170
C -1.2999 -2.4527 3.3027 0.6 0.4 1.1 -0.198
C -1.7562 -3.7927 2.8373 -0.9 -0.6 -1.0 -0.404
C -0.9245 -4.9947 3.2588 0.5 0.4 0.7 -0.048
N -1.7884 -3.7220 1.3383 0.6 -0.3 0.6 0.052
H -1.5338 -1.0906 6.2135 -0.9 0.2 1.8 0.063
H -1.6642 -0.2815 4.6675 -0.5 0.4 -0.5 0.074
H -0.1257 -0.9006 5.2849 -0.1 0.1 -0.3 0.095
H -1.9146 -1.6909 2.8768 -0.8 0.6 -0.6 0.089
H -0.2969 -2.1848 2.9195 0.1 -0.4 0.7 0.119
H -2.7853 -3.9193 3.2254 0.4 0.0 -0.1 0.127
H -0.6731 -4.9847 4.3204 -0.2 0.3 0.1 0.082
H 0.0358 -5.0455 2.7574 0.2 0.1 -0.4 0.071
H -1.4421 -5.9275 3.1215 -0.4 -0.4 -0.4 0.068
H -1.6266 -4.6464 0.9600 -0.2 0.0 -0.1 0.065
H -2.6606 -3.3606 0.9836 -0.1 0.0 0.1 0.051
C 2.5128 2.7411 -7.0804 -0.6 -0.7 0.1 -0.083
O 1.6007 2.4831 -6.0225 -0.2 -1.3 0.4 -0.205
C 1.1526 3.5752 -5.3323 0.2 2.1 0.1 -0.270
C 0.3652 3.3160 -4.0687 -0.3 -1.3 0.0 -0.412
C -0.3731 4.5563 -3.6164 1.2 0.6 0.7 -0.064
N 1.3183 2.7957 -3.0386 0.0 -1.6 -0.2 0.036
H 3.0326 3.7142 -6.9508 -0.2 -0.6 -0.1 0.091
H 1.8870 2.7244 -8.0167 1.1 0.1 0.5 0.100
H 3.2048 1.8752 -6.9709 -0.2 0.8 -0.8 0.090
H 2.0403 4.1325 -4.9621 -0.2 0.2 -0.2 0.133
H 0.6026 4.2683 -6.0043 0.0 -0.2 0.3 0.135
H -0.4751 2.5899 -4.1781 0.7 0.0 -0.5 0.143
H -0.8498 4.2973 -2.6908 -0.4 0.1 0.6 0.045
H -1.1353 4.8575 -4.3076 -0.3 0.1 -0.5 0.074
H 0.2843 5.4223 -3.4056 -0.1 -0.4 -0.2 0.094
H 0.7879 2.2257 -2.3399 0.5 0.8 -0.5 0.073
H 1.9736 2.0755 -3.4793 -1.3 1.2 0.4 0.089
C -1.8044 3.0058 -0.0378 -0.4 1.7 -0.7 -0.126
O -0.5103 2.5373 0.1246 1.3 0.5 1.0 -0.221
C 0.3235 3.4749 0.8737 -1.1 -0.1 -0.3 -0.162
C 0.1258 3.4728 2.4297 -0.9 0.7 -1.8 -0.456
C 1.2431 4.3892 2.8917 -0.5 -1.3 1.6 -0.069
N 0.2346 2.1609 2.9369 0.1 -1.4 0.4 0.059
H -2.5398 2.3339 0.3557 -0.5 -0.6 0.3 0.062
H -1.9968 3.1646 -1.1234 -0.1 -0.1 0.6 0.084
H -1.9288 3.9990 0.4681 -0.1 -0.7 -0.4 0.098
H 1.3388 3.1906 0.6239 0.3 0.1 0.0 0.115
H 0.0813 4.5191 0.5084 0.5 -1.0 0.2 0.132
H -0.8848 3.9427 2.5551 0.6 -0.3 0.4 0.139
H 1.2789 5.2149 2.2339 0.7 1.1 -0.5 0.057
H 2.1107 3.7310 2.9614 0.4 0.5 -0.6 0.083
H 1.0960 4.6943 3.9259 -0.2 0.4 0.0 0.074
H 0.5082 1.4475 2.2610 -0.2 0.2 0.4 0.032
H -0.3043 1.8109 3.7211 0.0 0.5 -0.4 0.072
N 3.7978 3.4381 -1.6056 0.8 -1.2 0.0 0.113
C 4.3445 2.2737 -1.0375 -1.7 -1.3 -0.3 -0.525
N 4.3641 1.2050 -2.1121 -0.3 1.7 3.4 0.122
O 4.5097 2.0590 0.1742 0.7 0.4 -3.0 0.001
H 3.9705 4.3289 -1.1822 -0.3 -0.1 0.5 0.084
H 2.9556 3.3123 -2.1929 0.4 0.4 0.2 0.037
H 4.3379 1.5336 -3.0442 0.2 0.5 -0.9 0.044
H 5.0190 0.4598 -1.9833 0.2 -0.2 0.3 0.070
N 3.9714 -1.3323 5.0734 -0.8 0.4 -2.7 0.153
C 3.3492 -1.3668 3.7995 0.2 0.1 3.3 -0.626
N 3.4707 -0.2445 3.0791 0.4 -0.3 0.1 0.204
O 2.6699 -2.3547 3.5459 0.2 0.1 -1.0 0.001
H 4.0738 -2.1686 5.5618 0.0 -1.2 0.7 0.071
H 4.3093 -0.4968 5.4473 0.6 1.1 0.5 0.063
H 4.0012 0.5484 3.3926 0.0 -0.1 0.0 0.114
H 2.9082 -0.1538 2.2637 -0.6 0.4 -0.8 0.053
N 1.3561 0.0086 -1.1989 -0.3 -0.2 0.5 0.216
C 0.8637 -0.0655 0.0504 -2.4 -0.5 -0.7 -0.639
N -0.4468 -0.5825 0.1724 0.2 1.1 0.7 0.170
O 1.3935 0.3158 1.0743 1.4 0.3 0.4 -0.006
H 0.8593 -0.3116 -2.0339 0.1 0.4 0.8 0.047
H 2.2924 0.3276 -1.2319 1.1 0.2 -0.6 0.066
H -0.9109 -0.6993 -0.7083 -0.3 0.2 -0.4 0.042
H -0.9409 0.1369 0.7435 0.3 -1.1 -0.5 0.101
N 1.8469 -1.0625 -4.0506 -1.7 0.6 0.3 0.167
C 3.1455 -0.9915 -4.3262 0.8 -0.7 -0.8 -0.699
N 3.7422 -2.1256 -3.8222 0.4 0.5 0.2 0.153
O 3.6715 -0.1364 -5.0360 0.1 -0.4 0.6 0.009
H 1.2611 -0.2761 -4.2540 -0.2 0.2 0.0 0.090
H 1.5946 -1.7094 -3.3214 -0.5 0.1 -0.1 0.064
H 4.7059 -2.2081 -4.0692 0.4 -0.4 0.4 0.092
H 3.2978 -2.5810 -3.0123 0.8 0.1 -0.5 0.076
N 1.5688 -3.0824 1.0864 0.3 0.2 0.3 0.170
C 2.4287 -2.9427 0.0354 -1.2 0.9 0.2 -0.665
N 3.6932 -2.6031 0.3952 0.9 0.3 -0.8 0.176
O 2.0440 -3.0397 -1.1364 0.4 -0.3 -0.4 -0.033
H 0.6035 -3.2204 0.8590 -0.4 0.0 -0.3 0.053
H 1.7193 -2.5202 1.9368 0.3 -0.7 -0.4 0.052
H 4.3048 -2.1268 -0.2877 -0.8 -0.6 0.8 0.120
H 3.8529 -2.4823 1.3808 0.2 0.1 0.0 0.073
N -0.9130 -2.6733 -2.6289 0.5 1.2 0.5 0.203
C -1.3011 -1.5853 -3.3036 -1.3 0.3 -1.8 -0.614
N -2.2882 -1.7892 -4.3148 1.2 1.2 1.7 0.152
O -0.8581 -0.4503 -3.0485 -0.6 -1.2 -0.2 -0.026
H -1.2245 -3.6130 -2.7399 -0.2 -0.2 0.0 0.115
H -0.3612 -2.3665 -1.8460 0.5 -1.1 0.5 0.071
H -2.2877 -2.6328 -4.8306 0.1 -1.0 -0.2 0.076
H -2.2964 -0.9919 -4.9104 -0.2 0.5 -0.5 0.083
```
Forces are in eV/Å.

Calculated values
LUMO: 0.014 Eh
Energy relative to the best compared isomer or geometry (same formula, charge and spin): 34.7 kcal per mole
SMILES: COC[C@H](C)N.COC[C@H](C)N.COC[C@H](C)N.COC[C@H](C)N.NC(N)=O.NC(N)=O.NC(N)=O.NC(N)=O.NC(N)=O.NC(N)=O
Gap between HOMO and LUMO: 8.71 eV